{"formula": "C10H16O", "method": "the ωB97M-V functional and the def2-TZVPD basis", "symbols": ["C", "C", "C", "C", "C", "C", "O", "C", "C", "H", "H", "H", "H", "H", "H", "H", "H", "H", "H", "C", "C", "H", "H", "H", "H", "H", "H"], "positions_angstrom": [[3.327, -1.651, 1.665], [2.449, -0.446, 2.068], [1.027, -0.442, 1.495], [-0.033, -0.783, 2.346], [-1.371, -0.738, 1.943], [-1.646, -0.360, 0.649], [-2.940, -0.428, 0.178], [-0.622, -0.184, -0.291], [0.671, -0.065, 0.188], [4.026, -1.383, 0.870], [2.842, -2.540, 1.272], [3.964, -1.872, 2.523], [2.266, -0.609, 3.129], [2.884, 0.514, 1.805], [0.347, -1.123, 3.296], [-2.110, -1.023, 2.679], [-3.381, -1.285, 0.274], [-0.739, -0.126, -1.362], [1.455, 0.204, -0.517], [-0.502, 1.748, -3.639], [-0.690, 2.731, -4.787], [-1.467, 1.275, -3.400], [0.278, 1.011, -3.733], [-0.477, 2.115, -2.598], [-1.463, 3.453, -4.531], [0.180, 3.366, -4.979], [-0.827, 2.142, -5.688]], "forces_ev_per_angstrom": [[0.94, 0.78, -0.53], [-1.56, -1.15, -0.64], [-0.76, 0.47, -0.19], [0.95, 0.03, -0.71], [1.39, 0.15, 0.94], [-0.55, -1.87, -1.16], [-0.66, 0.51, -0.48], [0.35, 0.73, 1.03], [0.99, -0.67, 0.13], [0.00, 0.17, -0.08], [-0.49, 0.01, 0.48], [-0.07, -0.42, -0.09], [0.38, 0.82, 0.20], [0.42, -0.03, 0.45], [-0.84, -0.08, 0.55], [-0.39, 0.13, -0.30], [0.56, 0.23, 0.32], [-0.68, 0.28, 0.04], [0.00, -0.10, 0.02], [-1.49, 0.12, 1.70], [1.05, 0.20, 0.68], [0.05, -0.75, -1.07], [0.19, -0.27, -0.31], [1.06, 0.98, -0.47], [-0.46, -0.34, -0.45], [0.21, -0.26, 0.17], [-0.60, 0.31, -0.23]], "smiles": "CCc1ccc(O)cc1.CC", "e_homo_ev": -8.662, "homo_lumo_gap_ev": 9.5, "total_charge": 0}



{"formula": "C5H7NO", "method": "the ωB97M-V functional and the def2-TZVPD basis", "symbols": ["C", "C", "C", "C", "C", "N", "O", "H", "H", "H", "H", "H", "H", "H"], "positions_angstrom": [[0.441, 1.309, 0.327], [0.890, 0.323, -0.639], [-0.825, -0.211, 0.819], [1.567, 0.382, -1.944], [-1.630, -1.204, 1.476], [-0.723, 0.965, 1.281], [-0.064, -0.631, -0.305], [0.806, 2.290, 0.514], [0.696, 0.417, -2.649], [2.213, -0.528, -1.870], [2.024, 1.322, -1.911], [-2.699, -1.248, 1.227], [-1.505, -1.079, 2.573], [-1.191, -2.107, 1.099]], "forces_ev_per_angstrom": [[0.59, 0.15, -0.61], [-5.28, 4.04, 5.96], [-0.22, -0.31, -1.33], [-1.61, -2.10, 1.26], [-0.69, -1.56, 0.56], [4.87, 0.33, -4.09], [-0.70, -1.55, 0.79], [0.59, 0.57, -0.24], [1.29, -0.54, -0.06], [-0.18, 0.94, -1.39], [1.31, 1.09, -0.49], [0.30, 0.38, -0.04], [-0.16, -0.33, -0.78], [-0.10, -1.12, 0.48]], "e_homo_ev": -8.550, "homo_lumo_gap_ev": 9.5, "total_charge": 0}



- Number 2 is which compound?
  C5H7NO